--- a ---
Formula: C3H5ClN2O
Source: the OMol25 dataset
Level of theory: ωB97M-V/def2-TZVPD

Structure (ORCA input):
```
! RIJCOSX wB97M-V def2-TZVPD def2/J DEFGRID3
* xyz 0 1
C 1.313 -0.578 -0.623
C -0.413 -0.042 1.226
C -0.947 1.063 0.661
H -0.789 -0.062 -2.628
H 2.351 -0.648 -0.539
H 1.166 -1.275 1.349
H -0.665 -0.387 2.243
H -0.743 1.493 -0.328
N 0.826 -0.297 -1.767
N 0.695 -0.781 0.656
O -0.551 -0.284 -1.766
Cl -2.243 1.799 1.518
*
```

Results
Structure (SMILES)   O/N=C\N/C=C/Cl

--- b ---
Formula: C3H5ClN2O
Source: the OMol25 dataset
Level of theory: ωB97M-V/def2-TZVPD

Structure (ORCA input):
```
! RIJCOSX wB97M-V def2-TZVPD def2/J DEFGRID3
* xyz 0 1
C -0.700 0.002 0.408
C 0.820 0.116 0.136
C 1.283 0.613 -1.227
H -0.239 -1.212 1.971
H -1.844 -1.192 1.585
H -2.417 0.585 -0.065
H 0.615 1.345 -1.664
H 2.292 0.940 -1.192
N -0.987 -0.674 1.540
N -1.452 0.680 -0.364
O 1.469 -0.314 1.040
Cl 1.162 -0.888 -2.167
*
```

Results
Structure (SMILES)   [H]/N=C(\N)C(=O)CCl

Name the most stable of them. b.

--- a ---
Formula: C2H8N4S
Source: the OMol25 dataset
Level of theory: ωB97M-V/def2-TZVPD

Structure (ORCA input):
```
! RIJCOSX wB97M-V def2-TZVPD def2/J DEFGRID3
* xyz 0 1
C -1.660 1.360 0.221
C -0.511 -0.748 -0.072
H -2.235 1.298 -0.661
H -2.274 0.865 1.052
H -1.413 2.356 0.412
H 1.383 1.167 0.255
H 0.818 1.136 -1.329
H 0.524 -2.423 -0.463
H 2.637 -1.203 -0.219
H 1.948 -1.632 1.204
N -0.446 0.598 0.050
N 0.615 1.345 -0.381
N 0.687 -1.428 -0.362
N 1.826 -1.049 0.370
S -1.899 -1.642 -0.077
*
```

Results
Structure (SMILES)   CN(N)C(=S)NN

--- b ---
Formula: C2H8N4S
Source: the OMol25 dataset
Level of theory: ωB97M-V/def2-TZVPD

Structure (ORCA input):
```
! RIJCOSX wB97M-V def2-TZVPD def2/J DEFGRID3
* xyz 0 1
C 0.990 1.916 0.231
C 0.318 -0.391 -0.190
H 1.351 2.812 -0.270
H 1.845 1.520 0.739
H 0.238 2.182 1.059
H -0.319 1.196 -1.150
H -0.985 -1.880 -0.115
H -1.889 0.131 1.418
H 2.687 -0.069 -0.517
H 3.148 -1.531 0.137
N 0.505 0.896 -0.648
N -0.971 -0.918 -0.382
N 1.224 -1.218 0.213
N 2.527 -0.712 0.248
S -2.307 0.010 0.152
*
```

Results
Structure (SMILES)   CN/C(=N\N)NS

Name the most stable of them. b.

--- a ---
Formula: C2H3N3S2
Source: the OMol25 dataset
Level of theory: ωB97M-V/def2-TZVPD

Structure (ORCA input):
```
! RIJCOSX wB97M-V def2-TZVPD def2/J DEFGRID3
* xyz 0 1
C 0.592 -0.069 1.060
C -0.197 -0.044 -0.271
N 1.812 -0.009 0.785
N 0.941 0.030 -1.230
N 1.956 -0.040 -0.507
S -1.190 1.583 -0.038
S -1.210 -1.449 -0.812
H 0.147 0.180 2.009
H -1.095 1.780 -1.281
H -1.757 -1.962 0.284
*
```

Results
Structure (SMILES)   SC1(S)C=NN=N1

--- b ---
Formula: C2H3N3S2
Source: the OMol25 dataset
Level of theory: ωB97M-V/def2-TZVPD

Structure (ORCA input):
```
! RIJCOSX wB97M-V def2-TZVPD def2/J DEFGRID3
* xyz 0 1
C 0.873 -0.603 -0.393
C 2.986 0.301 0.002
N 2.171 -2.158 0.238
N 1.648 0.443 -0.138
N -0.459 -0.612 -0.157
S 3.961 1.615 0.032
S 3.429 -1.352 -0.048
H 1.134 1.284 0.208
H -1.111 -1.315 -0.498
H -1.033 0.216 -0.161
*
```

Name the most stable of them. a.

--- a ---
Formula: C2HNO3S
Source: the OMol25 dataset
Level of theory: ωB97M-V/def2-TZVPD

Structure (ORCA input):
```
! RIJCOSX wB97M-V def2-TZVPD def2/J DEFGRID3
* xyz 0 1
C -0.728 -0.925 -0.218
C 1.019 0.478 1.293
N -0.400 -0.040 -1.081
O -1.300 -1.916 0.038
O 0.349 -0.520 1.251
O 0.390 0.962 -0.972
S 1.797 1.757 1.571
H -1.126 0.203 -1.883
*
```

--- b ---
Formula: C2HNO3S
Source: the OMol25 dataset
Level of theory: ωB97M-V/def2-TZVPD

Structure (ORCA input):
```
! RIJCOSX wB97M-V def2-TZVPD def2/J DEFGRID3
* xyz 0 1
C 3.704 0.404 0.171
C 1.711 -1.125 -0.090
N 3.001 -0.428 -0.330
O 4.517 1.188 0.398
O 1.529 -2.281 -0.396
O 0.857 -0.312 0.509
S -0.667 -1.039 0.656
H -0.828 -0.702 2.000
*
```

Results
Structure (SMILES)   O=C=NC(=O)OS

Name the most stable of them. b.

--- a ---
Formula: C6H14NO
Source: the OMol25 dataset
Level of theory: ωB97M-V/def2-TZVPD

Structure (ORCA input):
```
! RIJCOSX wB97M-V def2-TZVPD def2/J DEFGRID3
* xyz 1 1
O 0.402 0.997 -1.016
C 0.856 -0.092 -0.903
C 0.013 -1.232 -0.388
C -1.196 -1.014 0.287
C -0.987 -0.315 1.669
C 0.433 -0.565 2.125
C 0.901 -1.951 1.778
N -0.357 3.356 -2.874
H 1.855 -0.335 -1.244
H 0.085 -2.076 -1.084
H -1.857 -0.356 -0.302
H -1.744 -1.939 0.410
H -1.162 0.752 1.611
H -1.771 -0.678 2.323
H 1.115 0.091 1.589
H 0.511 -0.301 3.180
H 0.812 -2.053 0.627
H 0.215 -2.751 2.070
H 1.916 -2.150 2.111
H -1.030 4.090 -3.006
H -0.493 2.960 -1.957
H 0.594 3.691 -2.864
*
```

--- b ---
Formula: C6H14NO
Source: the OMol25 dataset
Level of theory: ωB97M-V/def2-TZVPD

Structure (ORCA input):
```
! RIJCOSX wB97M-V def2-TZVPD def2/J DEFGRID3
* xyz 1 1
C -0.731 0.234 -0.499
C 1.800 1.039 -0.478
C 0.724 -0.096 1.561
C 1.220 -1.399 -0.568
C -1.900 -0.687 -0.218
C 0.759 -0.115 0.050
N -2.939 -0.062 0.193
O -1.074 1.466 -0.044
H -0.544 0.130 -1.634
H 1.632 1.918 0.001
H 2.757 0.770 -0.272
H 1.696 1.155 -1.488
H 1.648 0.451 1.950
H -0.072 0.439 1.977
H 0.726 -1.039 1.964
H 0.370 -2.087 -0.516
H 1.935 -1.861 0.078
H 1.492 -1.363 -1.573
H -1.933 -1.629 -0.667
H -0.736 2.213 -0.626
H -2.969 0.916 0.371
H -3.862 -0.393 0.436
*
```

Results
Structure (SMILES)   CC(C)(C)[C@H](O)C=[NH2+]

Name the most stable of them. b.

--- a ---
Formula: C2H4NO2
Source: the OMol25 dataset
Level of theory: ωB97M-V/def2-TZVPD

Structure (ORCA input):
```
! RIJCOSX wB97M-V def2-TZVPD def2/J DEFGRID3
* xyz -1 1
C 1.095 -0.006 -0.165
N -0.113 0.193 0.615
C -1.368 -0.250 0.015
O -2.383 0.199 0.614
O -1.301 -1.038 -0.947
H 1.501 -0.997 0.058
H 1.881 0.719 0.064
H 0.931 0.055 -1.240
H -0.242 1.125 0.986
*
```

Results
Structure (SMILES)   CNC(=O)[O-]

--- b ---
Formula: C2H4NO2
Source: the OMol25 dataset
Level of theory: ωB97M-V/def2-TZVPD

Structure (ORCA input):
```
! RIJCOSX wB97M-V def2-TZVPD def2/J DEFGRID3
* xyz -1 1
O -0.195 -0.950 -2.244
C 0.302 -0.167 -1.413
O 1.208 0.676 -1.630
C -0.156 -0.214 0.059
N 0.123 0.271 1.836
H 0.104 0.810 0.662
H 0.292 -1.045 0.596
H -0.473 1.074 2.090
H -1.205 -0.453 0.045
*
```

--- c ---
Formula: C2H4NO2
Source: the OMol25 dataset
Level of theory: ωB97M-V/def2-TZVPD

Structure (ORCA input):
```
! RIJCOSX wB97M-V def2-TZVPD def2/J DEFGRID3
* xyz -1 1
C -0.561 -0.787 -0.091
C -0.521 0.718 0.069
N 1.636 -0.223 -0.633
O 2.340 -0.582 0.301
O 0.796 1.039 -0.071
H -0.201 -1.357 0.776
H -1.468 -1.056 -0.586
H -1.160 0.978 -0.741
H -0.860 1.268 0.975
*
```

Name the most stable of them. a.

--- a ---
Formula: C2H4O4S
Source: the OMol25 dataset
Level of theory: ωB97M-V/def2-TZVPD

Structure (ORCA input):
```
! RIJCOSX wB97M-V def2-TZVPD def2/J DEFGRID3
* xyz 0 1
C -0.111 0.117 -1.316
C 0.387 -0.792 -0.130
O -1.112 -0.323 2.091
O 1.125 0.576 2.104
O -0.967 0.942 -0.721
O -0.465 1.563 0.476
S -0.016 0.224 1.374
H 0.722 0.688 -1.851
H -0.698 -0.553 -2.038
H -0.338 -1.531 0.147
H 1.473 -0.909 -0.135
*
```

Results
Structure (SMILES)   O=S1(=O)CCOO1

--- b ---
Formula: C2H4O4S
Source: the OMol25 dataset
Level of theory: ωB97M-V/def2-TZVPD

Structure (ORCA input):
```
! RIJCOSX wB97M-V def2-TZVPD def2/J DEFGRID3
* xyz 0 1
C 2.294 -0.562 0.405
C 0.455 0.101 -0.883
O -3.111 -1.134 -0.052
O -2.550 1.152 0.836
O -0.539 -0.078 -0.123
O 0.762 0.365 -2.005
S -2.453 0.039 -0.468
H 1.564 -1.263 0.898
H 3.090 -0.979 -0.257
H 2.581 0.316 0.960
H -2.094 2.043 0.687
*
```

Name the most stable of them. b.